{
  "formula": "C41H60BrGeO3PRhSSeSi",
  "method": "ωB97M-V/def2-TZVPD",
  "energy_ha": -10015.8493,
  "e_above_lowest_kj_mol": 0.0,
  "homo_lumo_gap_ev": 7.254,
  "charge": 1,
  "symbols": ["Rh", "O", "S", "O", "O", "C", "C", "C", "C", "C", "C", "P", "C", "C", "C", "C", "C", "C", "C", "C", "C", "C", "C", "C", "H", "H", "H", "H", "H", "H", "H", "H", "H", "H", "H", "H", "H", "H", "C", "C", "C", "C", "C", "C", "H", "H", "H", "H", "H", "C", "C", "C", "C", "Si", "Br", "C", "C", "C", "C", "C", "C", "C", "C", "H", "H", "H", "H", "H", "H", "H", "H", "H", "H", "H", "H", "H", "H", "H", "H", "H", "H", "H", "H", "H", "H", "H", "H", "H", "H", "H", "C", "Ge", "C", "C", "C", "Se", "C", "H", "H", "H", "H", "H", "H", "H", "H", "H", "H", "H", "H", "H", "H"],
  "positions_angstrom": [[0.4704, -0.0126, 0.1314], [-3.4521, -0.5678, -0.7641], [-2.2294, -0.6664, -0.0438], [-1.1411, -1.4587, -0.6804], [-1.5822, 0.6176, 0.3637], [-2.5596, -1.4217, 1.5164], [-3.8555, -1.7683, 1.8497], [-4.1193, -2.2737, 3.1155], [-3.0920, -2.4139, 4.0347], [-1.7923, -2.0661, 3.6927], [-1.5102, -1.5711, 2.4228], [0.2272, -1.3613, 1.9255], [1.0577, -0.8803, 3.4546], [0.4551, 0.1341, 4.2033], [1.0485, 0.5952, 5.3658], [2.2411, 0.0332, 5.8031], [2.8305, -0.9934, 5.0811], [2.2448, -1.4482, 3.9085], [0.7050, -3.0666, 1.5257], [0.8618, -3.9920, 2.5591], [1.1400, -5.3190, 2.2733], [1.2397, -5.7391, 0.9544], [1.0508, -4.8310, -0.0766], [0.7831, -3.4997, 0.2033], [-4.6416, -1.6257, 1.1211], [-5.1304, -2.5463, 3.3854], [-3.2985, -2.7964, 5.0252], [-1.0022, -2.1810, 4.4232], [-0.4989, 0.5379, 3.8908], [0.5747, 1.3823, 5.9367], [2.7019, 0.3854, 6.7163], [3.7487, -1.4463, 5.4314], [2.7183, -2.2492, 3.3573], [0.7582, -3.6885, 3.5925], [1.2659, -6.0258, 3.0824], [1.4486, -6.7770, 0.7319], [1.1013, -5.1572, -1.1070], [0.6164, -2.8106, -0.6122], [1.2763, 4.6029, 0.7157], [1.8456, 3.8808, -0.3169], [1.7016, 2.4950, -0.3660], [0.9705, 1.8366, 0.6170], [0.3762, 2.5671, 1.6388], [0.5354, 3.9423, 1.6905], [1.3922, 5.6777, 0.7557], [2.4079, 4.3831, -1.0936], [2.1554, 1.9575, -1.1913], [-0.2481, 2.0801, 2.3715], [0.0626, 4.5055, 2.4849], [-2.9736, 3.2689, -1.0228], [-2.6032, 4.0652, -2.2842], [-3.7983, 4.9505, -2.6778], [-1.4414, 4.9832, -1.8774], [-2.1058, 2.9271, -3.7445], [-0.7480, 1.3383, -2.8129], [-3.5615, 1.9358, -4.4969], [-4.3576, 2.8179, -5.4746], [-4.5219, 1.4447, -3.4031], [-3.0892, 0.6781, -5.2457], [-0.9816, 3.7858, -5.0419], [-1.6178, 5.1052, -5.5124], [-0.7732, 2.8874, -6.2707], [0.4219, 4.0948, -4.4945], [-3.2917, 3.9780, -0.2504], [-2.1195, 2.7170, -0.6324], [-3.7849, 2.5609, -1.1749], [-4.0118, 5.6439, -1.8581], [-4.7038, 4.3700, -2.8531], [-3.6031, 5.5502, -3.5685], [-1.7379, 5.5483, -0.9871], [-1.1826, 5.7077, -2.6494], [-0.5483, 4.4104, -1.6173], [-4.7157, 3.7404, -5.0136], [-5.2362, 2.2623, -5.8165], [-3.7798, 3.0837, -6.3598], [-5.0334, 2.2619, -2.8951], [-4.0159, 0.8315, -2.6560], [-5.2918, 0.8232, -3.8714], [-2.3922, 0.8904, -6.0531], [-3.9646, 0.1900, -5.6856], [-2.6187, -0.0348, -4.5686], [-2.6221, 4.9663, -5.9151], [-1.0024, 5.5327, -6.3102], [-1.6727, 5.8464, -4.7146], [-1.6940, 2.7121, -6.8249], [-0.3426, 1.9215, -5.9986], [-0.0734, 3.3810, -6.9523], [0.4097, 4.7612, -3.6348], [1.0005, 4.5855, -5.2838], [0.9507, 3.1834, -4.2140], [5.6792, -1.6827, -2.1014], [5.6298, -2.0542, -0.1911], [6.2235, -3.8609, 0.2308], [6.6443, -0.7235, 0.8108], [3.7076, -2.0222, 0.3262], [2.9083, -0.2674, 0.1593], [3.6323, 0.5931, 1.7442], [6.7078, -1.5479, -2.4356], [5.1265, -0.7720, -2.3345], [5.2430, -2.5076, -2.6649], [7.2653, -3.9958, -0.0591], [5.6223, -4.5960, -0.3046], [6.1395, -4.0568, 1.3001], [7.7031, -0.8443, 0.5805], [6.5184, -0.8428, 1.8872], [6.3589, 0.2905, 0.5308], [3.5253, -2.4095, 1.3273], [3.1722, -2.6568, -0.3780], [4.3627, 1.3215, 1.4054], [4.1042, -0.1555, 2.3704], [2.8229, 1.0896, 2.2703]],
  "atomic_forces_ev_per_a": [[-0.8, 0.2, 0.7], [0.0, 0.0, 0.0], [0.2, -0.2, -0.3], [-0.1, -0.1, 0.2], [0.3, -0.1, -0.2], [0.0, 0.0, 0.0], [0.0, 0.0, 0.0], [0.0, 0.0, 0.0], [0.0, 0.0, 0.0], [0.0, 0.0, 0.0], [-0.1, 0.0, 0.0], [0.2, 0.1, -0.1], [-0.1, 0.1, 0.0], [0.1, 0.0, 0.0], [0.0, 0.0, 0.0], [0.0, 0.0, 0.0], [0.0, 0.0, 0.0], [0.1, 0.0, -0.1], [0.0, 0.0, 0.0], [0.0, 0.0, 0.0], [0.0, 0.0, 0.0], [0.0, 0.0, 0.0], [0.0, 0.0, 0.0], [0.1, 0.0, 0.0], [0.0, 0.0, 0.0], [0.0, 0.0, 0.0], [0.0, 0.0, 0.0], [0.0, 0.0, 0.0], [0.0, 0.1, 0.0], [0.0, 0.0, 0.0], [0.0, 0.0, 0.0], [0.0, 0.0, 0.0], [0.0, 0.0, 0.0], [0.0, 0.0, 0.0], [0.0, 0.0, 0.0], [0.0, 0.0, 0.0], [0.0, 0.0, 0.0], [0.0, 0.0, 0.0], [0.0, 0.0, 0.1], [0.0, -0.1, 0.0], [0.1, 0.1, 0.0], [0.1, 0.1, 0.2], [0.0, -0.1, 0.0], [0.1, 0.1, 0.0], [0.0, 0.0, 0.0], [0.0, 0.0, 0.0], [0.0, 0.1, 0.0], [0.0, -0.1, 0.1], [0.0, 0.0, 0.0], [0.0, 0.0, 0.0], [0.0, 0.0, 0.0], [0.0, 0.0, 0.0], [0.0, 0.0, 0.0], [-0.1, 0.2, 0.0], [0.2, -0.2, 0.0], [0.0, 0.0, 0.0], [0.0, 0.0, 0.0], [0.0, 0.0, 0.0], [0.0, 0.0, 0.0], [0.0, 0.0, 0.0], [0.0, 0.0, 0.0], [0.0, 0.0, 0.0], [0.0, 0.0, 0.0], [0.0, 0.0, 0.0], [0.0, 0.0, 0.0], [0.0, 0.0, 0.0], [0.0, 0.0, 0.0], [0.0, 0.0, 0.0], [0.0, 0.0, 0.0], [0.0, 0.0, 0.0], [0.0, 0.0, 0.0], [0.0, 0.0, 0.0], [0.0, 0.0, 0.0], [0.0, 0.0, 0.0], [0.0, 0.0, 0.0], [0.0, 0.0, 0.0], [0.0, 0.0, 0.0], [0.0, 0.0, 0.0], [0.0, 0.0, 0.0], [0.0, 0.0, 0.0], [0.0, 0.0, 0.0], [0.0, 0.0, 0.0], [0.0, 0.0, 0.0], [0.0, 0.0, 0.0], [0.0, 0.0, 0.0], [0.0, 0.0, 0.0], [0.0, 0.0, 0.0], [0.0, 0.0, 0.0], [0.0, 0.0, 0.0], [0.0, 0.0, 0.0], [0.0, 0.0, 0.0], [0.0, 0.0, 0.0], [0.0, 0.0, 0.0], [0.0, 0.0, 0.0], [-0.1, 0.0, 0.1], [0.0, -0.1, -0.6], [-0.1, 0.0, 0.0], [0.0, 0.0, 0.0], [0.0, 0.0, 0.0], [0.0, 0.0, 0.0], [0.0, 0.0, 0.0], [0.0, 0.0, 0.0], [0.0, 0.0, 0.0], [0.0, 0.0, 0.0], [0.0, 0.0, 0.0], [0.0, 0.0, 0.0], [0.0, 0.0, 0.0], [0.0, 0.0, 0.0], [0.0, 0.0, 0.0], [0.0, -0.1, 0.0], [0.0, 0.0, 0.0]]
}